Record 1
Density functional theory data (ωB97M-V/def2-TZVPD) for a molecular structure, C39H56FeGeN6O7P2.

Geometry as XYZ:
```
112
Properties=species:S:1:pos:R:3:lowdin_spin:R:1
Fe -0.24817 -1.01796 -0.89682 1.1183
C 2.86319 -1.39407 -2.57116 -0.0037
P 2.00172 -0.94842 -1.02961 -0.0407
C 2.47872 0.82948 -1.00919 -0.0061
N 3.72187 1.20742 -0.86368 -0.0014
C 3.96836 2.54041 -0.87043 -0.0005
C 5.28801 3.00566 -0.67877 0.0000
C 5.53086 4.34701 -0.64882 -0.0001
C 4.47936 5.28004 -0.81159 0.0001
C 3.19768 4.86100 -1.01243 -0.0001
C 2.91590 3.47803 -1.05185 -0.0006
N 1.64912 3.05734 -1.28243 -0.0027
C 1.44725 1.76443 -1.26761 -0.0075
P -0.21823 1.10632 -1.56622 -0.0470
C -1.32644 2.15801 -0.59026 -0.0057
C -0.64721 1.42183 -3.33829 -0.0044
C 0.35747 0.70633 -4.23852 0.0000
C -2.05817 0.87161 -3.58608 -0.0001
C -0.61595 2.92506 -3.64449 -0.0026
C 2.87139 -1.93260 0.32452 -0.0067
C 3.91694 -1.09712 1.06658 -0.0015
C 3.56058 -3.13655 -0.33568 -0.0006
C 1.86103 -2.48252 1.33611 -0.0013
H 3.91563 -1.12198 -2.47932 -0.0010
H 2.42524 -0.82050 -3.38468 0.0000
H 2.77900 -2.45359 -2.79512 0.0001
H 6.07056 2.27022 -0.55152 0.0000
H 6.53643 4.71474 -0.49621 0.0000
H 4.70688 6.33662 -0.77562 0.0000
H 2.37410 5.54948 -1.14138 0.0000
H -1.23983 3.18962 -0.92940 -0.0015
H -1.04941 2.11948 0.45971 -0.0001
H -2.35611 1.82052 -0.70952 -0.0001
H 0.36161 -0.37143 -4.06937 0.0002
H 1.36754 1.10232 -4.10239 0.0000
H 0.07897 0.88378 -5.27891 0.0000
H -2.13841 -0.18375 -3.31570 0.0002
H -2.28657 0.96169 -4.64959 0.0000
H -2.81713 1.43520 -3.04022 0.0000
H 0.36668 3.36126 -3.46626 0.0000
H -1.35127 3.48225 -3.06569 -0.0001
H -0.86494 3.06048 -4.69918 -0.0005
H 4.70456 -0.73626 0.40868 0.0000
H 4.36815 -1.72987 1.83502 -0.0004
H 3.46568 -0.23663 1.56490 -0.0001
H 4.37819 -2.84054 -0.99117 0.0000
H 2.86362 -3.75502 -0.90329 0.0000
H 3.98167 -3.75891 0.45553 -0.0002
H 1.47623 -1.71480 2.00412 -0.0001
H 2.37519 -3.22788 1.94669 0.0000
H 1.02329 -2.98500 0.84729 -0.0005
C 1.17273 0.92691 6.83182 0.0000
C 1.91319 0.70516 5.52194 0.0004
N 1.85599 1.85021 4.62628 0.0008
C 2.63125 3.03247 5.01383 0.0001
C 1.75016 4.20437 5.41404 0.0000
C 1.31681 1.85291 3.38468 0.0016
O 1.56680 2.75210 2.58175 0.0016
C 0.39955 0.75376 2.95325 0.0118
C -0.54106 0.00487 3.74305 0.0020
C -1.34186 -0.90036 3.15477 0.0064
C -1.31767 -1.11087 1.70126 0.0040
N -0.35222 -0.40612 0.97427 0.0041
C 0.40321 0.50463 1.62201 -0.0032
H 1.22442 0.03213 7.45245 0.0000
H 0.12267 1.16962 6.66038 0.0000
H 1.61063 1.74985 7.39709 0.0000
H 1.53663 -0.17487 5.00322 0.0002
H 2.96753 0.49598 5.72854 0.0001
H 3.26971 3.31621 4.17726 0.0000
H 3.27971 2.73389 5.83871 0.0000
H 1.12648 4.50802 4.57431 0.0000
H 2.36460 5.05637 5.70619 0.0000
H 1.10398 3.94590 6.25347 0.0000
H -0.61983 0.16700 4.80889 -0.0001
H -2.05911 -1.47900 3.72032 0.0001
H -1.39140 -2.15932 1.41396 0.0010
H 1.08902 1.08114 1.01648 -0.0005
O -2.77899 -0.64944 1.20406 0.0041
C -3.06371 -0.87608 -0.02378 0.0005
O -2.26079 -1.27843 -0.88875 0.0050
C -4.47379 -0.62946 -0.41907 0.0002
C -5.41110 -0.18238 0.50637 -0.0001
C -6.70637 0.02764 0.07784 0.0000
C -7.11052 -0.18519 -1.22644 -0.0001
C -6.14625 -0.62135 -2.11426 0.0000
C -4.83811 -0.84988 -1.74212 0.0001
N -6.52577 -0.84698 -3.52422 0.0000
O -5.63611 -1.15168 -4.29021 0.0000
O -7.69358 -0.72585 -3.80985 0.0000
N -7.70787 0.49913 1.05841 0.0000
O -8.80553 0.76980 0.63033 0.0000
O -7.29862 0.76654 2.16635 0.0000
H -5.14630 -0.00320 1.53743 0.0000
H -8.13086 -0.01606 -1.53634 0.0000
H -4.12024 -1.19449 -2.47186 0.0001
C 0.72660 -5.37895 -2.28940 -0.0010
Ge -0.76738 -4.16215 -1.94491 -0.0040
C -2.24582 -4.54594 -3.17348 -0.0023
C -1.43761 -4.43471 -0.11570 0.0010
C -0.19863 -2.30309 -2.35918 -0.0228
H 0.33643 -6.38502 -2.44612 -0.0002
H 1.43434 -5.42124 -1.46240 0.0000
H 1.26182 -5.08457 -3.19287 0.0000
H -2.62858 -5.55705 -3.03568 -0.0004
H -1.91739 -4.44247 -4.20820 0.0000
H -3.06598 -3.84495 -3.00731 0.0000
H -1.89721 -5.42165 -0.04754 0.0002
H -2.20860 -3.70602 0.13173 0.0001
H -0.64916 -4.38929 0.63625 0.0000
H 0.59769 -2.36443 -3.09754 -0.0006
H -1.07880 -1.92626 -2.90638 0.0086
```

Values from the calculation:
**LUMO level (spin up / spin down)**: -3.592 / -3.371 eV
**Net charge**: +1
**2S+1**: 2

Record 2
Density functional theory data (ωB97M-V/def2-TZVPD) for C5H11N in the gas phase.

Geometry as XYZ:
```
17
Properties=species:S:1:pos:R:3:mulliken_charge:R:1
C -1.86647 0.85225 0.39548 -0.9270
C -1.43971 -0.32618 -0.52537 -0.4319
N -0.05183 -0.80490 -0.51746 -0.3395
C 0.54266 -1.23703 0.73557 -0.3435
C 0.94759 0.03918 0.08885 0.3543
C 2.23083 0.32501 -0.63752 -1.4084
H -2.59088 0.53567 1.14831 0.2732
H -1.06051 1.34275 0.95097 0.3375
H -2.32398 1.65122 -0.19458 0.2836
H -2.07107 -1.19746 -0.31487 0.3261
H -1.64068 -0.05691 -1.56833 0.2994
H -0.06130 -1.18299 1.64358 0.2527
H 1.17907 -2.12086 0.67633 0.2332
H 0.55406 0.92339 0.57806 0.1517
H 2.90202 0.87788 0.02815 0.3475
H 2.02352 0.96434 -1.50411 0.2638
H 2.72667 -0.58536 -0.98304 0.3273
```

Values from the calculation:
**LUMO level**: 1.169 eV
**Net charge**: 0
**Structure (SMILES)**: CCN1C[C@H]1C

Record 3
Density functional theory data (ωB97M-V/def2-TZVPD) for 4 unconnected molecules or ions with the total composition C2H12O3S2.

Geometry as XYZ:
```
19
Properties=species:S:1:pos:R:3:mulliken_charge:R:1
C 1.71672 -0.03692 0.11529 -0.7253
S 1.37119 -1.72608 0.55415 -0.0607
S -0.00411 -2.31693 -0.83353 -0.0698
C -1.05730 -3.31081 0.27778 -0.8094
H 1.61183 0.06201 -0.96364 0.2249
H 1.02654 0.71805 0.50974 0.2840
H 2.69464 0.22274 0.51447 0.3334
H -1.99638 -2.80918 0.48099 0.2953
H -1.04206 -4.34874 -0.03874 0.3186
H -0.54226 -3.36363 1.23668 0.2907
O -0.12736 3.08313 2.91922 -0.6393
H -0.11629 3.29463 1.96658 0.3166
H 0.80776 2.98675 3.17896 0.3114
O -0.64773 2.43201 -0.53756 -0.5941
H -0.25930 3.12848 -1.06473 0.3148
H -0.97094 1.88982 -1.26124 0.3090
O -0.69132 0.38809 -2.54823 -0.6495
H -1.55959 0.01138 -2.44655 0.3438
H -0.21404 -0.30482 -2.05963 0.2054
```

Values from the calculation:
**LUMO level**: 0.417 eV
**Net charge**: 0
**Structure (SMILES)**: CSSC.O.O.O

no.,F_max (eV Å⁻¹)
1,1.531
2,0.336
3,1.382